(1)
Computed, not measured: C13H29F6InN5O2Sb as an isolated structure at a distorted geometry, with ωB97M-V/def2-TZVPD.

Atoms and positions in Å:
In 9.022 13.615 9.214
C 9.974 15.684 13.387
O 11.092 15.001 12.632
C 10.844 14.448 11.472
O 9.783 14.787 10.886
N 11.795 13.675 10.898
N 11.539 13.292 9.536
H 9.357 16.186 12.585
H 10.507 16.321 14.084
H 9.462 14.921 13.968
H 12.626 13.282 11.409
H 11.941 12.375 9.318
H 11.922 13.977 8.891
C 8.134 7.205 10.836
C 7.620 8.111 9.646
N 7.548 9.542 9.996
C 6.331 9.984 10.754
C 6.500 9.983 12.255
C 8.499 10.465 9.734
C 9.719 9.995 8.938
N 8.398 11.764 10.113
H 8.214 6.118 10.618
H 7.478 7.263 11.776
H 9.136 7.442 11.219
H 6.580 7.905 9.390
H 8.212 7.986 8.755
H 5.523 9.308 10.465
H 6.217 11.012 10.302
H 5.667 9.429 12.695
H 6.525 11.026 12.686
H 7.377 9.463 12.608
H 10.369 10.892 8.932
H 9.436 9.840 7.890
H 10.197 9.200 9.550
H 7.635 11.772 10.850
F 10.054 14.731 7.628
Sb 10.038 13.458 5.891
F 8.598 14.538 5.056
F 11.233 14.603 4.876
F 9.818 12.033 4.617
F 11.434 12.526 6.874
F 8.766 12.571 7.077
C 6.316 18.216 7.850
C 5.788 16.723 7.602
C 4.263 16.807 7.503
C 6.378 16.302 6.243
C 6.423 15.723 8.521
N 7.302 14.966 8.713
H 6.037 18.806 6.946
H 7.373 18.194 8.026
H 5.751 18.689 8.664
H 4.054 17.433 6.543
H 3.716 17.200 8.388
H 3.758 15.836 7.268
H 6.093 16.980 5.373
H 6.046 15.272 5.970
H 7.524 16.303 6.328

Properties
**Charge**: +3
**Energy relative to the best compared isomer or geometry (same formula, charge and spin)**: 53.7 kJ/mol
**HOMO level (alpha / beta)**: -0.6927 / -0.6927 Ha
**2S+1**: 2
**Orbital gap (alpha / beta)**: 8.4 / 4.0 eV
**Max |F|**: 4.7 eV/Å

=====

(2)
Computed, not measured: a 3-piece molecular cluster, C13H29FNO6P overall at a distorted geometry, with ωB97M-V/def2-TZVPD.

Atoms and positions in Å:
N 2.043 0.628 2.489
P 2.551 0.798 1.013
C 1.941 2.375 0.193
O 2.323 2.698 -0.846
O 1.052 3.155 0.894
C -0.288 3.023 0.457
F -0.696 4.291 0.159
C -1.159 2.506 1.604
C -2.033 1.296 1.264
C -1.343 0.212 0.400
C -1.761 -1.162 0.934
O -1.550 -2.270 0.037
C -0.591 -2.068 -0.899
O -0.874 -1.994 -2.009
H 1.449 1.409 2.745
H 3.959 0.876 1.009
H 2.192 -0.249 0.127
H -0.378 2.468 -0.475
H -0.540 2.350 2.478
H -1.829 3.324 1.861
H -2.270 0.815 2.216
H -2.996 1.564 0.846
H -1.661 0.377 -0.627
H -0.254 0.289 0.426
H -2.835 -1.120 1.102
H -1.325 -1.354 1.914
H 0.466 -2.017 -0.604
C -5.420 0.024 -1.489
C -5.514 -0.616 -0.113
C -6.787 -1.434 0.031
O -5.470 0.396 0.895
H -6.259 0.705 -1.655
H -4.506 0.613 -1.576
H -5.423 -0.730 -2.278
H -4.646 -1.257 0.049
H -7.669 -0.798 -0.085
H -6.844 -1.882 1.024
H -6.833 -2.230 -0.713
H -6.229 0.976 0.763
C 5.925 -2.494 -1.330
C 6.061 -0.987 -1.179
C 7.483 -0.528 -1.458
O 5.678 -0.597 0.143
H 6.574 -3.013 -0.618
H 4.902 -2.810 -1.120
H 6.189 -2.817 -2.338
H 5.374 -0.487 -1.864
H 8.181 -0.985 -0.751
H 7.567 0.553 -1.340
H 7.793 -0.794 -2.470
H 6.275 -1.029 0.764

Properties
**HOMO level**: -0.3313 Ha
**Orbital gap**: 9.3 eV
**Max |F|**: 4.8 eV/Å

=====

(3)
Computed, not measured: a 2-piece molecular cluster, C13H29INO5 overall at a distorted geometry, with ωB97M-V/def2-TZVPD.

Atoms and positions in Å:
O -2.174 -3.425 3.295
C -2.739 -2.505 2.765
O -3.537 -2.655 1.696
C -4.704 -1.799 1.610
C -4.446 -0.565 0.754
C -5.753 0.064 0.260
I -5.520 0.933 -1.674
O -2.616 -1.208 3.159
C -1.276 -0.715 3.034
C -0.801 -0.636 1.577
C 0.693 -0.998 1.412
C 0.877 -2.253 0.569
O 0.451 -1.990 -0.773
H -5.014 -1.530 2.621
H -5.470 -2.433 1.160
H -3.920 0.175 1.362
H -3.794 -0.846 -0.075
H -6.561 -0.663 0.191
H -6.067 0.875 0.915
H -1.296 0.278 3.487
H -0.601 -1.327 3.640
H -0.956 0.384 1.217
H -1.405 -1.292 0.949
H 1.135 -1.208 2.390
H 1.245 -0.191 0.925
H 0.299 -3.068 1.019
H 1.924 -2.568 0.554
H -0.173 -2.669 -1.041
C 3.591 0.168 -1.933
N 2.899 1.445 -2.312
C 1.933 1.127 -3.411
C 3.899 2.430 -2.811
C 2.089 2.023 -1.177
C 2.829 2.493 0.055
O 3.505 1.396 0.640
H 3.922 -0.311 -2.852
H 4.443 0.390 -1.304
H 2.885 -0.470 -1.409
H 2.487 0.722 -4.253
H 1.419 2.039 -3.705
H 1.220 0.394 -3.044
H 4.628 2.626 -2.032
H 3.384 3.346 -3.091
H 4.399 2.005 -3.677
H 1.381 1.240 -0.906
H 1.542 2.867 -1.597
H 2.057 2.874 0.730
H 3.514 3.319 -0.157
H 4.177 1.710 1.252

Properties
**Charge**: +1
**HOMO level**: -0.4161 Ha
**Orbital gap**: 8.7 eV
**Max |F|**: 1.0 eV/Å

=====

(4)
Computed, not measured: C13H29N2O14V as an isolated structure at a distorted geometry, with ωB97M-V/def2-TZVPD.

Atoms and positions in Å:
O -1.599 2.095 -3.214
V -1.161 0.945 -2.201
O -1.706 1.433 -0.802
O 0.262 -2.267 0.521
C -0.146 -2.039 -0.781
O 0.068 -0.856 -1.242
O -0.677 -2.953 -1.390
H 0.791 -1.483 0.716
O 1.294 0.843 -5.214
C 0.273 -0.122 -5.175
O -0.404 -0.184 -4.131
O 0.194 -0.842 -6.192
H 1.737 0.580 -6.030
O -4.602 1.093 -2.783
C -4.023 -0.145 -3.040
O -4.668 -0.916 -3.758
O -2.866 -0.330 -2.578
H -5.388 1.024 -3.338
C -3.085 -2.943 2.748
O -3.941 -1.870 2.459
C -3.521 -0.615 2.957
C -2.342 0.027 2.266
N -1.046 -0.504 2.726
C -0.014 0.466 2.368
C 1.336 0.130 2.914
O 2.048 -0.839 2.210
C 3.171 -1.258 2.908
H -3.534 -3.866 2.378
H -2.957 -3.039 3.836
H -2.130 -2.871 2.222
H -3.309 -0.722 4.034
H -4.415 0.009 2.894
H -2.345 1.062 2.622
H -2.326 -0.029 1.174
H -0.760 -1.409 2.379
H -0.318 1.447 2.759
H -0.098 0.704 1.287
H 1.168 -0.174 3.965
H 1.976 1.007 3.132
H 3.638 -2.148 2.493
H 2.929 -1.527 3.946
H 3.891 -0.427 2.912
C 0.975 3.065 -0.107
C 1.892 2.366 -1.108
C 2.554 1.178 -0.435
O 3.100 0.362 -1.457
C 3.833 -0.740 -0.983
N 1.102 1.899 -2.286
H 1.449 3.062 0.891
H 0.064 2.490 0.037
H 0.832 4.124 -0.317
H 2.619 3.097 -1.476
H 1.861 0.622 0.199
H 3.378 1.506 0.221
H 4.921 -0.578 -1.052
H 3.556 -1.618 -1.565
H 3.650 -0.938 0.079
H 1.597 1.048 -2.564
H 1.228 2.566 -3.036

Properties
**Charge**: -2
**Energy relative to the best compared isomer or geometry (same formula, charge and spin)**: 133.4 kJ/mol
**HOMO level**: -0.0978 Ha
**Orbital gap**: 6.7 eV
**Max |F|**: 3.0 eV/Å

=====

(5)
Computed, not measured: C13H29N3O2P2Sm as an isolated structure at a distorted geometry, with ωB97M-V/def2-TZVPD.

Atoms and positions in Å:
Sm 0.753 -0.153 0.145
P 1.029 2.891 -0.066
P 2.576 -2.574 0.290
N -1.007 0.692 -0.904
N -0.362 -2.010 -0.745
H -2.612 0.057 -2.072
H -2.475 -2.374 -0.933
H -2.851 -0.236 -0.325
C -2.103 -0.258 -1.135
H -1.661 -1.932 -2.448
C -1.677 -1.731 -1.353
H -1.970 1.971 -2.338
H -0.552 -4.027 -1.310
C -0.976 1.724 -1.884
C 0.108 -3.257 -0.863
H -1.012 3.683 -1.047
C -0.247 3.006 -1.426
H 0.263 3.470 -2.267
H 3.682 -2.956 -0.541
H 2.889 -3.431 1.400
H 2.144 3.475 -0.749
H 0.631 4.089 0.560
O 2.205 0.490 -1.684
C 2.324 0.346 -2.947
C 2.347 1.559 -3.813
C 1.917 -0.957 -3.561
H -0.524 1.370 -2.802
H 1.785 2.363 -3.304
H 3.321 1.951 -4.139
H 1.746 1.346 -4.702
H 1.235 -1.527 -2.910
H 1.263 -0.690 -4.399
H 2.732 -1.618 -3.912
C 1.380 -3.684 -0.463
H 1.604 -4.733 -0.631
C -2.055 0.356 5.138
N -1.034 -0.115 4.211
C -0.344 -1.366 4.490
C -0.744 0.516 3.063
C -1.482 1.745 2.632
O 0.191 -0.001 2.351
H -2.023 -0.303 6.003
H -3.061 0.321 4.699
H -1.857 1.384 5.463
H -0.592 -2.130 3.744
H 0.746 -1.217 4.493
H -0.682 -1.689 5.479
H -0.754 2.556 2.441
H -2.016 1.534 1.683
H -2.202 2.075 3.389

Properties
**Charge**: +2
**HOMO level (alpha / beta)**: -0.5065 / -0.5074 Ha
**2S+1**: 7
**Orbital gap (alpha / beta)**: 7.5 / 5.4 eV
**Max |F|**: 3.4 eV/Å

=====

Number 1: E -1965.5724 hartree. Number 2: E -1460.0476 hartree. Number 3: E -1241.1179 hartree. Number 4: E -2619.7566 hartree. Number 5: E -2167.5926 hartree.